#i
ORCA calculation (ωB97M-V/def2-TZVPD) on the molecule C3H6I2O.

Atoms and positions in Å:
1 C -0.100 -1.379 0.202
2 C -0.333 0.053 -0.053
3 O -0.021 0.232 -1.761
4 I -2.451 0.650 0.220
5 C 0.496 1.072 0.597
6 I 2.599 0.672 0.307
7 H 0.993 -1.717 0.080
8 H -0.640 -1.857 -0.608
9 H -0.532 -1.638 1.149
10 H -0.635 0.894 -2.039
11 H 0.364 2.112 0.142
12 H 0.260 0.907 1.765

## Properties
molar mass	311.9	u
HOMO energy	-0.3514	hartree
orbital gap	9.218	eV

#ii
ORCA calculation (ωB97M-V/def2-TZVPD) on the molecule C3H6I2O.

Atoms and positions in Å:
1 C 1.370 0.428 -0.147
2 C 0.182 -0.570 0.121
3 C -1.207 -0.038 -0.724
4 O -0.145 -0.725 1.454
5 I -1.635 1.852 -0.172
6 I -2.803 -1.279 -0.166
7 H 1.042 1.384 0.377
8 H 2.303 0.005 0.134
9 H 1.446 0.574 -1.153
10 H 0.473 -1.619 -0.171
11 H -0.986 0.023 -1.728
12 H -0.038 -0.035 2.174

## Properties
molar mass	311.9	u
HOMO energy	-0.3296	hartree
orbital gap	9.309	eV

Calculated relative energies: #i 3.8; #ii 0.0, given in kcal/mol